Entry from the Open Molecules 2025 dataset: 2 unconnected molecules or ions with the total composition C14H19F16O6P2S3 (wB97M-V/def2-TZVPD).

Charge: -1
Gap between HOMO and LUMO, eV: 6.279
Multiplicity: 1
E_HOMO, eV: -6.829

Positions of all 60 atoms, in Å:
C1 5.6409 -1.3463 0.3188
C2 6.3127 0.0309 -0.2902
C3 5.2033 1.2772 -0.1747
O1 4.0640 1.0013 -1.0543
C4 3.5875 2.1833 -1.7776
C5 2.2288 2.8831 -1.0970
O2 2.4652 2.8833 0.3506
S1 1.2432 3.8087 1.1119
O3 1.5163 4.1574 2.5922
O4 0.9713 5.1889 0.3950
C6 -0.3540 2.7891 0.8552
C7 -1.5508 3.7355 1.5409
C8 -2.9227 3.8055 0.6479
F1 -3.0145 4.9722 -0.2653
S2 -0.2325 1.1886 1.8160
O5 1.0670 0.3795 1.4294
O6 0.0412 1.6107 3.3156
C9 -1.7853 0.1555 1.8838
F2 -1.6785 -0.6751 3.1426
F3 -3.0214 0.9958 2.1075
C10 -2.0084 -0.9075 0.6652
F4 -2.6527 -0.1953 -0.5014
F5 -0.7639 -1.6498 0.2541
C11 -3.0939 -2.1264 1.0364
F6 -4.2122 -1.6766 1.8939
F7 -2.3001 -3.2365 1.6780
C12 -3.7841 -2.7784 -0.3224
F8 -2.8412 -2.9716 -1.4474
F9 -4.2642 -4.1591 0.0599
F10 -4.9990 -1.9624 -0.6897
C13 -0.5154 2.6463 -0.7609
C14 0.8239 2.2131 -1.5955
P1 0.9347 0.2881 -1.8794
S3 1.4945 -0.1507 -3.7319
H1 4.4585 -1.3417 0.2789
H2 6.0068 -2.2620 -0.3353
H3 5.9687 -1.5804 1.4332
H4 7.2038 0.3228 0.4425
H5 6.6801 -0.0917 -1.4075
H6 5.7174 2.3168 -0.3159
H7 4.8058 1.2267 0.9458
H8 3.3701 1.8831 -2.9125
H9 4.3710 3.0700 -1.8493
H10 2.2397 3.9937 -1.5369
H11 -1.1866 4.8147 1.8065
H12 -1.8614 3.2341 2.5790
H13 -3.8188 3.9334 1.4265
H14 -3.1754 2.8142 0.0541
H15 -0.8128 3.7292 -1.1678
H16 -1.3874 1.9370 -1.1200
H17 0.6500 2.6346 -2.7015
H18 -0.4525 -0.1692 -1.8066
H19 1.8161 -0.3708 -0.9527
F11 -4.8709 -7.1953 0.7955
P2 -4.5996 -7.7787 -0.6237
F12 -4.9119 -9.2443 -1.0521
F13 -3.5538 -7.7272 -1.7778
F14 -6.1421 -7.8399 -0.8330
F15 -3.4743 -8.3478 0.2924
F16 -4.6402 -6.3194 -1.1690